A molecular structure, C55H70GeNiP3Si at a distorted geometry. Source: the Open Molecules 2025 dataset; level of theory: the ωB97M-V functional and the def2-TZVPD basis.

The HOMO-LUMO gap (spin up / spin down) is 4.3824 / 4.3832 eV. Its relative energy (zero: lowest compared OMol25 entry of this formula, charge and spin) is 0.554 eV. Its total energy is -7036.51769 Ha. As for the molar mass: 983.48 g mol⁻¹. For the LUMO energy (spin up / spin down), the calculation gives 0.091 / 0.091 Eh. The multiplicity is 1. The calculation puts the maximum force at 2.06 eV Å⁻¹. As for the net charge: -1.

Last column: Mulliken charge in e.
Element x y z (Å)
Ni (0.41, 0.22, 0.26)  0.5868
C (-1.47, 4.12, 1.17)  -1.5024
C (-2.03, 3.72, -0.19)  0.5890
C (-3.30, 4.50, -0.49)  -1.5607
P (-1.92, 1.83, -0.32)  0.4544
C (-2.99, 1.43, -1.84)  1.5714
C (-2.50, 2.08, -3.12)  -1.5726
C (-4.50, 1.59, -1.70)  -1.8840
C (-3.12, 1.07, 0.84)  -0.6714
C (-4.10, 1.70, 1.59)  0.2448
C (-4.96, 0.96, 2.38)  -1.1760
C (-4.84, -0.42, 2.44)  -0.7642
C (-3.84, -1.05, 1.72)  -0.0110
C (-2.98, -0.33, 0.91)  0.9524
Si (-1.37, -1.07, 0.18)  0.7991
C (-1.04, -2.51, 1.37)  -0.2001
C (-1.36, -3.84, 1.16)  0.2642
C (-1.09, -4.80, 2.12)  -0.8471
C (-0.50, -4.41, 3.32)  -0.8972
C (-0.15, -3.09, 3.53)  -0.3556
C (-0.39, -2.12, 2.56)  0.3909
P (0.31, -0.43, 2.58)  -0.6389
C (1.61, -0.45, 3.98)  0.9537
C (1.17, -0.62, 5.44)  -1.9338
C (2.72, -1.43, 3.62)  -1.8546
C (-0.95, 0.74, 3.34)  1.9138
C (-1.89, 0.14, 4.38)  -2.0135
C (-0.29, 2.02, 3.83)  -1.7241
C (-1.78, -1.58, -1.64)  -0.0541
C (-2.98, -2.14, -2.05)  0.0489
C (-3.30, -2.24, -3.39)  -1.1479
C (-2.40, -1.78, -4.35)  -0.8655
C (-1.20, -1.23, -3.96)  -0.3701
C (-0.87, -1.13, -2.61)  0.7959
P (0.67, -0.46, -1.90)  -0.6277
C (1.51, 0.87, -2.94)  2.0245
C (1.29, 2.16, -2.16)  -1.9384
C (1.14, 1.10, -4.41)  -1.7782
C (1.77, -1.94, -2.20)  1.6066
C (1.83, -2.40, -3.65)  -1.5785
C (1.33, -3.08, -1.29)  -1.3447
H (-1.27, 5.19, 1.21)  0.6006
H (-2.17, 3.87, 1.97)  0.1686
H (-0.53, 3.59, 1.35)  0.2195
H (-1.28, 4.02, -0.95)  0.3405
H (-4.15, 4.16, 0.10)  0.1791
H (-3.13, 5.55, -0.26)  0.5043
H (-3.58, 4.44, -1.54)  0.2890
H (-2.80, 0.36, -1.93)  -0.6934
H (-2.65, 3.16, -3.12)  0.2252
H (-1.45, 1.87, -3.27)  0.2870
H (-3.05, 1.67, -3.97)  0.4444
H (-4.81, 2.63, -1.70)  0.3225
H (-4.97, 1.10, -2.55)  0.4789
H (-4.88, 1.12, -0.80)  0.3561
H (-4.20, 2.77, 1.58)  0.1134
H (-5.73, 1.46, 2.96)  0.3598
H (-5.51, -1.00, 3.06)  0.3536
H (-3.73, -2.13, 1.78)  0.4515
H (-1.83, -4.12, 0.23)  0.3476
H (-1.33, -5.84, 1.94)  0.4015
H (-0.30, -5.14, 4.08)  0.4216
H (0.33, -2.83, 4.46)  0.2633
H (2.04, 0.56, 3.87)  0.5608
H (0.25, -1.18, 5.54)  0.2589
H (1.95, -1.14, 6.00)  0.4489
H (1.01, 0.35, 5.92)  0.3759
H (2.38, -2.46, 3.64)  0.2955
H (3.08, -1.21, 2.62)  0.2153
H (3.56, -1.33, 4.31)  0.7045
H (-1.56, 1.02, 2.47)  -0.3151
H (-1.48, 0.20, 5.38)  0.4695
H (-2.84, 0.69, 4.37)  0.4058
H (-2.11, -0.90, 4.15)  0.3399
H (0.23, 1.88, 4.78)  0.2323
H (0.44, 2.37, 3.10)  0.2392
H (-1.04, 2.80, 3.97)  0.4545
H (-3.69, -2.47, -1.30)  0.4250
H (-4.24, -2.68, -3.70)  0.4019
H (-2.65, -1.86, -5.40)  0.4154
H (-0.52, -0.88, -4.72)  0.4769
H (2.57, 0.61, -2.87)  -0.0389
H (0.25, 2.48, -2.22)  0.1569
H (1.52, 1.98, -1.10)  0.1993
H (1.93, 2.97, -2.52)  0.6773
H (0.08, 1.27, -4.53)  0.3197
H (1.66, 1.99, -4.77)  0.4523
H (1.44, 0.27, -5.04)  0.3674
H (2.76, -1.60, -1.89)  -0.9099
H (0.85, -2.69, -4.01)  0.3329
H (2.23, -1.62, -4.28)  0.3334
H (2.49, -3.26, -3.73)  0.4401
H (0.32, -3.41, -1.54)  0.4090
H (2.00, -3.93, -1.39)  0.6199
H (1.32, -2.77, -0.25)  -0.3304
C (2.45, -0.01, 0.28)  0.7646
Ge (4.36, 0.11, -0.02)  1.0577
C (5.28, -1.26, 1.15)  0.1492
C (4.76, -2.55, 1.16)  0.4854
C (5.29, -3.54, 1.97)  -0.8853
C (6.36, -3.26, 2.80)  -0.5537
C (6.91, -1.98, 2.78)  -0.7746
C (6.38, -1.00, 1.96)  -0.6424
C (5.27, -0.32, -1.79)  -0.1810
C (5.26, -1.64, -2.23)  0.0187
C (5.79, -2.01, -3.45)  -0.4447
C (6.37, -1.05, -4.27)  -0.6174
C (6.42, 0.26, -3.84)  -0.6768
C (5.88, 0.62, -2.61)  -0.0101
C (4.87, 1.98, 0.41)  0.2101
C (4.56, 2.97, -0.52)  0.0097
C (4.73, 4.31, -0.23)  -1.1389
C (5.21, 4.70, 1.01)  -0.4811
C (5.47, 3.73, 1.97)  -0.8829
C (5.30, 2.39, 1.67)  -0.1987
H (2.33, -1.06, 0.64)  -0.8676
H (3.92, -2.78, 0.53)  -0.0214
H (4.86, -4.53, 1.96)  0.4211
H (6.76, -4.02, 3.45)  0.3691
H (7.76, -1.76, 3.41)  0.4120
H (6.84, -0.02, 1.95)  0.4204
H (4.83, -2.40, -1.59)  0.0122
H (5.74, -3.04, -3.77)  0.3914
H (6.80, -1.33, -5.22)  0.3716
H (6.89, 1.01, -4.46)  0.3984
H (5.94, 1.65, -2.29)  0.3575
H (4.16, 2.68, -1.48)  0.2791
H (4.49, 5.06, -0.97)  0.3928
H (5.34, 5.74, 1.24)  0.3638
H (5.81, 4.02, 2.95)  0.4022
H (5.47, 1.65, 2.43)  0.3365